No. 1
C34H106N26O16 | ωB97M-V/def2-TZVPD

Positions of all 182 atoms, in Å:
C 0.712832 -4.035154 3.972126
C 1.704261 -3.704556 5.101959
C 1.717117 -2.248502 5.547808
O 2.069703 -1.424686 4.449643
C 1.758922 -0.058971 4.635202
N 1.385889 -4.533842 6.256839
H -0.169529 -3.458292 4.290667
H 0.347390 -5.060952 3.930219
H 0.903925 -3.721004 2.942179
H 2.691576 -3.971936 4.716043
H 2.363279 -2.043506 6.405026
H 0.705186 -1.960839 5.866399
H 2.067718 0.418725 3.712146
H 2.292981 0.346293 5.497673
H 0.710202 0.214137 4.798547
H 1.661254 -5.483135 6.094727
H 0.493922 -4.346827 6.675697
C -4.925716 1.294833 6.367843
C -4.064821 0.027273 6.298539
C -5.095084 -1.145377 6.288059
O -5.722339 -1.246301 5.025514
C -6.778981 -2.230654 4.971596
N -3.365220 0.134029 4.997787
H -4.376197 2.238200 6.468431
H -5.612181 1.249449 7.215586
H -5.476030 1.443194 5.437569
H -3.395742 -0.118740 7.141726
H -5.878346 -1.112568 7.054014
H -4.498885 -2.042577 6.527399
H -7.681421 -1.719658 4.648442
H -6.874380 -2.643306 5.973678
H -6.475474 -2.988091 4.252971
H -2.822750 -0.741035 4.920809
H -4.083755 -0.140940 4.317857
C -1.154554 0.179227 2.030980
C 0.064808 -0.556409 1.459507
C -0.186822 -1.218123 0.114801
O -0.668958 -0.249204 -0.812072
C -0.544943 -0.622985 -2.191440
N 1.153364 0.426757 1.271821
H -1.938422 -0.524421 2.330679
H -1.568701 0.981378 1.424064
H -0.936585 0.620983 3.010557
H 0.341329 -1.337650 2.172131
H -1.040371 -1.913764 0.173657
H 0.700666 -1.820529 -0.107324
H 0.527039 -0.730447 -2.374701
H -0.867457 0.225514 -2.790211
H -1.070268 -1.542535 -2.436132
H 0.940377 1.133038 1.978988
H 0.850614 0.974218 0.458376
C 3.893026 3.929769 2.793798
C 5.310166 4.267254 2.315458
C 6.242274 3.083654 2.466036
O 6.478070 2.739734 3.810324
C 7.399989 1.704559 3.956134
N 5.205810 4.839077 0.983239
H 3.307928 4.845120 2.694624
H 3.977953 3.702452 3.857668
H 3.469333 3.122903 2.200909
H 5.654937 5.027893 3.031490
H 7.229231 3.340614 2.028812
H 5.932680 2.229080 1.834449
H 7.182735 0.931369 3.212543
H 7.411293 1.254522 4.946889
H 8.421786 2.055254 3.766816
H 5.973514 4.727506 0.333751
H 4.360670 4.451775 0.519672
C 2.866795 1.302999 -7.682037
C 3.380000 0.671360 -6.399266
C 4.687825 1.277608 -5.875509
O 5.447839 1.709959 -6.996613
C 5.668140 3.084687 -7.059406
N 2.329413 0.564729 -5.385779
H 3.452997 1.131582 -8.575548
H 2.840949 2.388313 -7.489591
H 1.798292 1.153104 -7.848750
H 3.646537 -0.374600 -6.651672
H 5.275581 0.664049 -5.194076
H 4.429651 2.174123 -5.289876
H 4.716130 3.629039 -6.959533
H 6.090140 3.442419 -7.996005
H 6.266957 3.473493 -6.225512
H 1.474141 0.211839 -5.784313
H 2.664679 0.014975 -4.600096
C -5.094474 3.538470 -1.054706
C -3.806114 3.010020 -1.664316
C -2.625679 2.830513 -0.679359
O -1.698304 3.905623 -0.665688
C -2.209986 5.067529 0.005191
N -3.946323 1.755156 -2.418546
H -4.985458 4.600558 -0.825412
H -5.332571 3.064368 -0.098428
H -5.976838 3.464763 -1.689571
H -3.389103 3.741373 -2.370366
H -2.043405 1.947131 -0.968544
H -2.953001 2.550164 0.329899
H -1.428113 5.814511 0.103517
H -2.642857 4.900192 0.995342
H -2.990465 5.399550 -0.687394
H -4.874551 1.485310 -2.728227
H -3.650752 0.948288 -1.879633
C -2.050913 -2.041156 -6.437830
O -1.828530 -2.099323 -5.224708
N -2.975289 -2.802355 -7.139612
N -1.380015 -1.106329 -7.224380
H -3.071100 -2.662430 -8.119821
H -3.471904 -3.507124 -6.629439
H -0.861740 -0.395510 -6.737061
H -1.719191 -1.001052 -8.156439
C -2.939784 -3.388526 2.602079
O -2.460613 -2.922501 3.662561
N -2.247463 -4.208687 1.753937
N -4.274865 -3.185604 2.323751
H -2.635227 -4.559156 0.868849
H -1.303866 -4.484216 1.939858
H -4.888400 -2.539575 2.773689
H -4.518851 -3.570643 1.424817
C -1.904719 4.077451 4.064847
O -0.981477 4.522862 3.348938
N -2.694268 2.985250 3.757251
N -2.171146 4.672748 5.288358
H -2.464025 2.618474 2.846782
H -2.959340 2.299761 4.460086
H -2.969385 4.361362 5.808398
H -1.701134 5.513288 5.553478
C 1.769377 3.741166 -0.601516
O 2.916292 4.179614 -0.429600
N 0.789063 3.878168 0.356096
N 1.396410 2.978875 -1.672729
H -0.153624 3.585850 0.029390
H 0.913598 4.423099 1.186578
H 0.511072 2.515389 -1.670730
H 2.032059 2.792730 -2.434707
C 3.685478 -3.228713 1.629090
O 3.684884 -3.895868 0.559710
N 2.876930 -2.129153 1.896897
N 4.601636 -3.428886 2.670693
H 2.832863 -1.593131 2.758278
H 2.258310 -1.828086 1.165692
H 5.250245 -4.187995 2.621912
H 4.550064 -2.746960 3.397561
C 1.995401 -4.092197 -4.739634
O 1.488523 -3.991169 -3.596217
N 1.635232 -5.097547 -5.631477
N 2.924665 -3.196760 -5.239556
H 2.129843 -5.165168 -6.494054
H 1.054321 -5.835164 -5.282678
H 3.364286 -3.341696 -6.120225
H 3.196686 -2.450525 -4.594766
C -2.356506 -4.450516 -1.760361
O -3.151544 -4.905795 -0.889415
N -2.813793 -3.894131 -2.957079
N -1.001735 -4.209514 -1.580640
H -2.257954 -3.474068 -3.686212
H -3.818201 -3.985342 -2.961813
H -0.333404 -4.014702 -2.320284
H -0.481639 -4.472870 -0.759259
C -4.592935 -0.870815 -0.033882
O -5.793837 -0.676353 0.210305
N -4.036635 -1.987227 -0.630794
N -3.588977 0.066428 0.204900
H -4.668056 -2.769010 -0.705161
H -3.069677 -2.098372 -0.855536
H -2.639906 0.024703 -0.129625
H -4.010474 0.908571 0.559831
C -1.636319 1.868470 -5.382559
O -1.358357 1.854134 -6.582348
N -1.128630 2.723283 -4.438563
N -2.564222 0.996938 -4.862728
H -1.541394 2.873752 -3.542172
H -0.406368 3.335499 -4.777169
H -2.956668 1.241762 -3.942336
H -3.170382 0.432021 -5.423465
C 3.762788 -1.499299 -2.298893
O 3.691320 -1.066765 -3.501390
N 4.470235 -0.758190 -1.364201
N 3.201514 -2.644445 -1.826573
H 4.913162 0.072426 -1.703299
H 4.543509 -1.046021 -0.407993
H 2.450249 -3.129709 -2.321307
H 3.384582 -2.913186 -0.859565

Forces on the atoms, in the same order (eV/Å):
-1.510 1.467 0.247
0.174 -1.064 -0.507
-0.707 0.152 -0.392
-0.424 0.098 0.230
0.366 0.412 0.054
1.466 0.887 0.139
-0.260 -0.229 -0.496
0.560 -0.226 0.339
0.572 0.186 0.222
0.279 0.022 0.498
0.283 -0.336 -0.064
-0.134 -0.144 0.009
0.221 0.338 0.071
0.273 0.094 -0.076
-0.249 -0.723 -0.080
-0.571 -0.323 0.277
-0.304 -0.447 -0.165
0.277 0.726 0.662
-2.407 0.812 -1.216
1.030 -0.886 0.218
-0.149 -0.009 -0.128
1.110 0.873 0.214
0.344 -1.825 0.275
0.364 -0.261 0.184
-0.127 0.057 -0.131
-0.217 -0.438 0.062
0.166 0.218 -0.051
0.223 0.558 0.197
-0.238 -0.250 -0.363
-0.179 -0.144 0.027
-0.400 -0.337 -0.133
-0.220 -0.261 0.078
0.447 0.499 -0.042
-0.039 0.640 0.003
-0.406 -0.829 1.221
-0.718 1.125 -0.220
-1.691 -0.537 0.753
0.442 0.283 -0.220
1.062 0.468 0.473
-0.597 0.458 0.091
-0.174 -0.023 -0.515
0.230 -0.117 -0.305
0.507 0.134 -0.166
0.138 0.018 0.004
0.475 -0.389 0.539
0.086 0.463 -1.022
0.003 -0.338 -0.333
-0.363 -0.143 -0.050
-0.203 -0.013 -0.035
0.694 -0.075 0.176
0.486 -0.320 -0.207
0.783 0.544 0.269
-0.396 0.275 0.550
1.421 -0.031 -1.082
-0.932 0.129 0.662
0.558 -0.257 -0.724
-0.862 -0.568 -0.428
-0.244 -0.174 -0.081
-0.347 -0.351 -0.075
-0.193 -0.125 0.087
0.278 -0.004 -0.194
-0.173 0.237 -0.023
-0.406 -0.062 0.453
0.080 -0.282 0.088
-0.466 0.271 0.133
0.060 0.074 -0.103
0.329 -0.140 0.438
0.887 0.587 0.318
-0.514 1.877 0.849
0.055 -2.561 -0.273
-0.877 1.792 -0.052
0.847 -0.640 -0.340
-0.840 1.174 0.758
0.472 1.370 0.244
0.078 -0.230 0.052
0.304 -0.001 -0.297
0.075 -0.777 -0.053
0.191 0.089 -0.277
-0.068 -0.468 -0.316
-0.149 -0.095 0.057
-0.049 -0.076 -0.085
0.255 -0.661 -0.154
0.305 -0.269 -0.063
0.032 -0.243 0.062
-0.358 -0.074 -0.177
-0.007 0.461 0.580
0.441 -0.137 -0.404
0.159 -0.520 0.014
-0.604 -0.399 0.703
-0.615 0.078 -1.025
0.066 -0.742 0.070
0.010 0.001 -0.010
0.013 -0.239 -0.117
0.184 -0.224 -0.241
-0.404 0.155 -0.034
0.083 0.229 -0.356
-0.145 0.669 0.130
0.151 -0.148 -0.196
0.161 -0.480 -0.045
-0.004 0.690 0.476
-0.172 0.690 0.109
0.007 0.183 0.239
0.731 1.314 -0.265
-0.575 -0.798 -0.780
0.950 0.587 1.342
-0.865 -1.982 0.930
-0.258 -0.272 -0.314
-0.092 -0.098 -0.229
-0.198 0.340 -0.293
0.259 0.672 -0.269
-0.027 0.654 2.703
-0.123 -0.362 -1.522
-0.771 0.197 -0.703
1.178 -1.422 -1.569
-0.006 0.224 0.409
0.103 0.279 0.558
0.328 0.378 0.316
-0.659 0.313 0.139
1.620 0.992 0.288
-1.839 -0.856 0.545
0.320 0.797 -0.314
-0.326 -1.062 -0.773
0.079 -0.279 0.229
0.101 -0.033 -0.138
-0.074 0.182 0.112
0.194 0.079 -0.108
1.038 0.157 1.689
-1.337 -0.382 -1.001
-0.559 -1.099 -1.600
0.177 0.233 -0.247
0.884 0.778 0.930
0.179 0.105 0.047
-0.186 -0.101 -0.141
-0.024 0.077 0.310
0.758 0.521 0.170
-0.251 1.216 2.478
0.585 -1.266 -1.394
-1.597 0.021 -1.699
0.152 -0.604 -0.078
0.095 0.106 -0.052
0.135 0.016 0.141
0.466 -0.177 0.510
0.233 0.400 -0.409
0.326 -0.325 -1.566
0.113 1.142 1.323
-1.597 -1.065 1.580
-0.017 -0.326 -0.255
0.036 -0.126 -0.124
0.209 0.055 -0.256
0.280 0.256 -0.292
0.249 1.387 -0.092
1.681 0.676 -1.733
-0.539 -1.687 2.270
-0.009 -0.488 0.373
-0.043 0.216 -0.167
0.118 0.303 -0.826
-0.577 0.011 -0.514
-0.695 -0.386 0.267
1.096 0.296 -0.596
2.004 -0.626 -0.203
-2.188 0.122 0.377
-2.383 -0.068 0.427
0.393 -0.128 -0.307
0.206 0.031 0.114
0.121 -0.189 0.032
0.530 0.169 0.027
-1.697 -0.830 -0.481
0.779 0.304 0.748
0.771 -0.005 -1.085
0.110 0.524 1.245
-0.146 -0.035 0.166
-0.045 0.136 0.235
0.154 -0.161 -0.487
0.294 0.105 -0.608
0.078 0.759 -0.656
0.027 -1.249 2.358
-0.638 -0.799 -1.158
0.181 1.089 -0.178
0.116 0.107 0.120
0.001 0.097 0.123
0.498 0.203 -0.347
-0.044 -0.236 -0.272

Properties
HOMO-LUMO gap ... 0.307 hartree
Relative energy (zero: lowest compared OMol25 entry of this formula, charge and spin) ... 9.47 kcal per mole
Total charge ... 0
Highest occupied orbital energy ... -8.023 eV
E ... -108487.303 eV



No. 2
C34H16F6FeIN9O4S2 | ωB97M-V/def2-TZVPD

Positions of all 73 atoms, in Å:
Fe -0.278101 -0.066419 -0.323498
C -0.301268 0.969664 6.175461
C -1.359538 1.839221 5.811173
C -1.707487 2.026109 4.496020
C -0.999519 1.322883 3.506243
C -1.045958 1.313248 2.088503
N -1.661312 2.319985 1.388009
C -1.274337 2.617248 0.196145
C -1.293916 3.932940 -0.455929
C -1.991140 5.103722 -0.214967
C -1.699602 6.211602 -1.002721
C -0.712944 6.160562 -1.988126
C 0.006474 4.991740 -2.213208
C -0.303489 3.883053 -1.448644
C 0.260682 2.520201 -1.420184
N 1.307170 2.088147 -2.151086
C 1.841054 0.938078 -1.765123
N 1.600229 0.297430 -0.612403
C 2.032216 -1.033076 -0.703598
N 0.880801 -2.061309 -0.716569
C 1.575729 -2.728819 0.116331
N 2.603475 -1.794296 0.476449
C 2.215498 -1.767002 1.896010
N 1.555542 -1.021614 2.663977
C 0.598549 -0.047766 2.653451
N -0.108484 0.428042 1.605145
C 0.067528 0.468881 3.870049
C 0.413620 0.291646 5.218158
C 2.159045 -3.246204 2.205245
C 2.351293 -3.993146 3.346784
C 1.938857 -5.325093 3.324368
C 1.301530 -5.876569 2.216852
C 1.079306 -5.118083 1.069423
C 1.546374 -3.822449 1.081491
C 2.854020 -1.118916 -1.966346
C 3.502165 -2.175875 -2.568322
C 4.083592 -1.951979 -3.810480
C 3.986752 -0.712245 -4.439178
C 3.294585 0.335508 -3.846334
C 2.735755 0.110673 -2.601778
N -0.421024 1.813637 -0.541429
H -0.054839 0.847143 7.224165
H -1.901442 2.363257 6.590815
H -2.516196 2.689518 4.214599
H -2.743642 5.144924 0.561984
H -2.248238 7.133895 -0.850284
H -0.504652 7.043872 -2.579969
H 0.783839 4.936697 -2.964506
H 1.230906 -0.368289 5.485559
H 2.787588 -3.553954 4.234341
H 2.102077 -5.943382 4.199369
H 0.966481 -6.905374 2.251865
H 0.556744 -5.506537 0.204181
H 3.527645 -3.154946 -2.107413
H 4.591770 -2.764401 -4.314780
H 4.432856 -0.577243 -5.417114
H 3.162288 1.288352 -4.341992
F -5.111701 -1.375030 0.657735
C -4.714304 -0.966553 -0.553384
F -4.725791 0.363994 -0.564372
F -5.607381 -1.403405 -1.446338
S -3.035500 -1.660128 -0.901458
O -2.171476 -0.851509 -0.047819
O -3.171490 -3.029164 -0.534429
N -2.941770 -1.370520 -2.427398
S -1.765448 -0.695597 -3.205752
O -0.618660 -0.292566 -2.408549
O -1.654879 -1.018111 -4.583468
C -2.552903 0.983917 -3.390572
F -1.730826 1.813666 -4.053726
F -3.702909 0.918365 -4.084649
F -2.833208 1.554870 -2.210650
I -0.468662 -3.769122 -3.251356

Forces on the atoms, in the same order (eV/Å):
-0.009 0.145 0.370
-0.002 0.018 0.000
-0.001 -0.006 0.014
-0.018 0.009 -0.035
0.126 0.067 0.051
-0.102 0.031 -0.091
0.147 0.134 0.116
-0.048 -0.062 -0.061
-0.098 -0.075 -0.008
-0.007 0.060 -0.016
-0.032 -0.025 0.044
0.049 -0.033 -0.027
-0.029 0.061 -0.003
0.057 -0.022 0.051
-0.034 0.122 0.184
0.052 -0.182 -0.128
0.030 0.168 0.101
-0.388 -0.236 -0.231
0.073 -0.235 0.116
0.217 0.127 -0.365
-0.253 0.049 0.031
0.147 0.150 0.110
-0.024 0.074 -0.140
-0.147 -0.365 0.077
0.070 0.242 -0.148
0.004 -0.153 0.087
-0.031 0.065 0.004
0.020 -0.026 -0.017
0.088 -0.024 -0.019
-0.048 0.013 0.013
0.001 -0.006 0.003
0.006 0.005 0.012
-0.023 -0.001 0.005
0.071 -0.125 0.052
-0.043 0.127 -0.068
0.068 0.002 0.048
0.010 -0.008 0.011
0.016 0.020 0.006
-0.016 -0.010 -0.011
0.108 0.014 0.012
-0.093 0.024 -0.177
-0.007 -0.013 0.000
-0.003 0.000 -0.003
0.016 0.018 0.001
-0.002 0.002 -0.003
0.007 0.003 0.007
-0.009 -0.003 -0.007
-0.003 -0.003 -0.004
-0.008 -0.007 0.001
-0.001 -0.004 0.003
-0.020 0.007 0.010
0.003 0.001 0.000
0.046 -0.001 -0.029
-0.005 -0.003 -0.004
-0.013 -0.005 -0.004
-0.011 -0.005 -0.005
0.002 0.001 0.002
0.017 0.028 0.025
0.020 0.010 0.013
0.010 0.010 -0.039
-0.004 -0.014 0.001
-0.029 -0.118 0.152
0.015 0.203 -0.061
-0.051 -0.078 -0.095
0.053 -0.529 0.139
-0.881 2.396 -0.065
0.374 -0.675 0.112
0.247 -0.551 -0.006
0.000 0.058 -0.061
-0.010 -0.039 0.030
0.034 -0.022 0.018
0.010 -0.053 -0.018
0.291 -0.746 -0.078

Properties
HOMO-LUMO gap ... 0.195 hartree
Total charge ... -2
Highest occupied orbital energy ... -1.515 eV
E ... -137582.380 eV